[1]
A cluster of 8 separate species, C24H68N4O12 in total, computed with wB97M-V/def2-TZVPD.

Structure (XYZ):
```
108
Properties=species:S:1:pos:R:3:forces:R:3:mulliken_charge:R:1
C -5.901352 -2.130279 -3.032293 0.86 -0.98 2.22 -0.80
O -4.488042 -1.964829 -3.114343 0.95 0.47 -0.37 -0.28
C -3.602302 -2.743169 -2.271423 -0.90 -1.06 -0.27 -1.08
C -2.147002 -2.329069 -2.484893 -0.83 0.23 0.43 0.80
C -1.107202 -3.091789 -1.630363 0.12 -0.07 -0.88 -1.84
N -2.084062 -0.891329 -2.164713 0.33 -0.06 -0.31 0.24
H -6.053262 -3.159419 -2.706893 -0.54 -0.45 -0.74 0.34
H -6.490602 -1.829369 -3.898503 0.71 -0.13 -0.20 0.22
H -6.269702 -1.609139 -2.148643 -0.15 0.65 -0.02 0.30
H -3.830332 -2.735199 -1.205573 -0.31 0.96 0.40 0.36
H -3.751992 -3.808409 -2.447363 0.06 -0.32 -0.73 0.53
H -1.911462 -2.444209 -3.542893 0.15 -0.06 0.01 0.48
H -1.087042 -2.891839 -0.559043 -0.45 0.23 -0.04 0.20
H -0.142942 -2.788919 -2.038493 0.16 0.02 0.23 0.29
H -1.113702 -4.175479 -1.747283 -0.43 -0.04 -0.16 0.58
H -2.790802 -0.426579 -2.716643 -0.37 -0.01 -0.28 0.55
H -2.392742 -0.793209 -1.208063 0.15 0.20 0.40 -0.43
C -3.445812 -0.165619 1.062547 -0.10 0.74 -0.82 -0.79
O -2.110542 -0.551399 0.781317 0.30 0.16 0.34 -0.28
C -1.083742 0.388811 1.206787 0.19 -1.66 1.54 -0.44
C 0.280308 -0.443689 1.150097 -0.87 2.65 -1.58 0.27
C 1.532528 0.312711 1.646517 -0.57 -0.62 -0.44 -1.08
N 0.508688 -0.666779 -0.292203 0.22 -1.18 0.18 -0.23
H -4.164922 -0.875829 0.654387 0.40 -0.60 0.23 0.27
H -3.680042 0.723271 0.476787 0.01 0.58 0.17 0.22
H -3.673272 0.027551 2.110897 0.29 -0.12 0.16 0.30
H -1.098312 1.321221 0.642437 0.25 -0.15 -0.61 0.22
H -1.312112 0.678971 2.232337 0.02 -0.04 0.34 0.30
H 0.143208 -1.395529 1.663227 -0.14 0.11 -0.02 -0.01
H 2.386098 -0.344789 1.481587 0.05 -0.31 0.68 0.17
H 1.424938 0.661921 2.673447 0.28 0.05 -0.13 0.45
H 1.791908 1.099791 0.938477 -0.52 0.56 0.24 0.25
H 0.607348 0.195051 -0.809523 0.30 0.46 0.25 0.27
H -0.332522 -1.050969 -0.698233 0.05 -0.23 -0.02 -0.41
C 9.668918 -2.829459 1.183977 -1.13 0.28 -1.26 -0.78
O 8.346598 -2.301429 0.791867 1.45 -0.26 0.52 -0.33
C 7.278268 -2.877669 1.516407 0.72 0.31 0.71 -0.84
C 5.932518 -2.439559 0.999957 0.70 2.29 0.15 0.46
C 5.757018 -0.877559 0.999357 0.96 -0.78 -1.00 -1.33
N 4.915448 -2.920669 1.877137 -0.43 -1.77 -0.10 -0.41
H 10.413868 -2.165709 0.745127 -0.19 -0.06 -0.20 0.26
H 9.733698 -3.818829 0.731147 0.29 -0.12 0.07 0.31
H 9.935188 -2.911269 2.237787 -0.80 0.20 0.34 0.31
H 7.347838 -3.964989 1.548237 -0.06 -0.25 -0.20 0.39
H 7.388868 -2.527609 2.542717 -0.19 -0.05 0.51 0.31
H 5.878368 -2.802979 -0.026243 -0.61 -0.17 0.02 0.28
H 6.517838 -0.382879 0.395577 0.07 0.08 -0.06 0.46
H 5.834408 -0.484669 2.013147 -0.20 -0.06 0.06 0.32
H 4.787988 -0.677099 0.542317 -0.10 0.20 0.25 0.29
H 4.013368 -2.724069 1.467637 -0.35 0.06 0.13 0.28
H 4.981808 -2.499399 2.792687 0.01 0.07 0.01 0.22
C -5.024652 3.514061 0.305057 0.56 0.70 -0.19 -0.62
O -4.171332 3.450961 -0.849993 -0.45 -0.76 0.93 -0.21
C -4.780932 3.705191 -2.102523 0.58 0.60 -0.01 -0.86
C -3.737792 3.599081 -3.198433 1.09 -0.40 0.29 0.54
C -4.247362 4.254621 -4.464253 0.56 0.01 -0.30 -1.45
N -3.272562 2.242781 -3.497583 -0.98 -1.09 -0.18 -0.56
H -5.491142 4.493971 0.406407 -0.49 0.12 -0.53 0.38
H -4.422252 3.507901 1.213447 0.46 -0.55 -0.23 -0.02
H -5.768262 2.721061 0.384467 -0.03 -0.08 -0.34 0.34
H -5.666332 3.110841 -2.328173 -0.04 -0.41 0.21 0.39
H -5.065482 4.757071 -2.128743 -0.40 0.24 0.10 0.39
H -2.829742 4.078931 -2.833373 -0.22 0.99 0.16 0.28
H -5.250842 3.905281 -4.707313 0.05 -0.01 -0.15 0.32
H -3.546202 3.991251 -5.256163 -0.26 -0.16 -0.27 0.40
H -4.217122 5.343981 -4.442503 -0.24 0.02 0.36 0.39
H -2.991042 1.713601 -2.684683 -0.13 0.34 0.37 -0.04
H -2.467922 2.211951 -4.107243 0.05 0.38 -0.11 0.24
O 2.062918 4.018851 0.831087 -0.97 0.29 0.51 -0.55
C 2.930248 3.726741 1.912877 1.26 0.41 -0.58 -0.33
C 2.358488 3.946681 3.310287 -1.14 -0.56 -1.65 -0.50
O 1.082298 3.260871 3.361187 0.75 -0.05 0.87 -0.54
H 2.536768 3.897941 0.004977 0.03 -0.04 0.04 0.32
H 3.283478 2.703861 1.782317 -0.15 -0.29 0.49 0.14
H 3.819798 4.343351 1.784107 0.26 0.21 0.34 0.48
H 2.177698 4.977931 3.613507 0.32 0.13 -0.29 0.32
H 3.102128 3.485241 3.960037 -0.49 -0.13 0.39 0.30
H 0.573208 3.372381 2.554967 0.38 0.31 -0.44 0.23
O -0.676052 1.977301 4.840237 -0.18 0.03 -0.30 -0.47
C -1.836602 2.686131 5.236477 -0.16 -1.82 0.48 -0.61
C -3.041852 2.377641 4.312537 1.94 -0.33 -0.41 0.34
O -4.110312 3.211771 4.514137 -1.69 0.58 0.64 -0.57
H -0.046152 2.553151 4.400657 0.32 0.21 -0.21 0.44
H -2.042972 2.112041 6.139777 -0.59 0.80 0.58 0.23
H -1.688252 3.734851 5.493937 0.05 0.15 -0.33 0.40
H -3.278362 1.336101 4.530157 -0.59 0.09 0.03 0.29
H -2.776742 2.382761 3.255287 0.53 0.07 -0.24 -0.20
H -3.952102 4.071241 4.116787 0.15 -0.04 0.02 0.34
O -0.815702 -1.347069 -5.565163 0.14 -1.52 0.29 -0.52
C 0.310258 -0.537069 -5.321473 -0.11 1.21 1.34 -0.73
C 0.618028 -0.202119 -3.843443 0.27 0.67 -0.25 0.19
O -0.235112 0.797381 -3.359133 -0.23 0.58 0.03 -0.62
H -1.602152 -0.817239 -5.714743 0.22 0.19 0.08 0.32
H 1.278258 -0.919089 -5.645733 -0.49 -0.53 -1.02 0.35
H -0.002562 0.397741 -5.786623 1.18 0.46 -0.10 0.29
H 1.605378 0.247631 -3.738723 0.41 -0.14 -0.66 0.45
H 0.662488 -1.026519 -3.131773 -0.33 -0.58 -0.33 -0.15
H -0.930112 0.295851 -2.926653 -0.77 -0.24 0.65 0.33
O 2.300418 -2.898159 0.580927 0.86 -1.65 0.28 -0.62
C 1.518108 -3.725699 1.456467 -0.64 0.01 -0.08 -0.04
C 2.030348 -5.168069 1.716897 1.07 0.29 0.02 -0.81
O 3.236688 -5.306609 2.445417 -0.24 0.06 0.36 -0.55
H 1.846558 -2.095359 0.314217 -0.77 0.29 -0.33 0.37
H 1.331048 -3.135609 2.353637 0.26 -0.43 0.58 0.27
H 0.525798 -3.890409 1.036617 -0.25 0.05 -0.35 0.30
H 2.153268 -5.724929 0.787977 -0.23 0.30 -0.52 0.33
H 1.347138 -5.775159 2.310837 -0.62 0.58 -0.06 0.37
H 3.953968 -4.845459 2.004437 0.35 0.47 -0.11 0.35
```
Positions in Å, forces in eV/Å.

SMILES: COC[C@H](C)N.COC[C@H](C)N.COC[C@H](C)N.COC[C@H](C)N.OCCO.OCCO.OCCO.OCCO



[2]
A cluster of 8 separate species, C24H68N4O12 in total, computed with wB97M-V/def2-TZVPD.

Structure (XYZ):
```
108
Properties=species:S:1:pos:R:3:forces:R:3:mulliken_charge:R:1
C 0.064604 0.037796 20.632554 -0.01 0.74 0.14 -1.00
O -0.027289 -1.271694 21.059616 -0.80 -1.50 0.53 -0.28
C -0.294269 -2.162179 20.016392 -1.26 -0.16 -2.19 -0.10
C 0.189619 -3.577854 20.261641 0.45 -0.03 0.20 -0.12
C -0.555052 -4.214589 21.492583 -0.09 0.14 -1.82 -1.13
N 1.632503 -3.633737 20.490277 0.29 -0.18 1.78 -0.56
H 1.041110 0.228356 20.195106 0.28 0.15 -0.17 0.37
H -0.052319 0.619528 21.536993 0.11 0.55 -0.05 0.28
H -0.701715 0.320633 19.906472 -0.16 -0.05 0.05 0.35
H -1.398451 -2.341232 19.698403 1.06 1.06 0.94 -0.21
H 0.157740 -1.689463 19.100529 -0.10 -0.89 0.42 0.60
H -0.050358 -4.131042 19.331868 0.09 0.11 0.46 0.36
H -0.285344 -3.631826 22.331105 0.54 0.45 1.22 0.22
H -0.291410 -5.273268 21.628779 -0.11 0.42 -0.04 0.38
H -1.645932 -4.078543 21.402388 0.31 -0.35 -0.21 0.36
H 1.875153 -3.110388 21.354850 -0.31 -0.62 -0.61 0.21
H 2.259262 -3.279981 19.790970 -0.36 0.18 -0.73 0.27
C -3.435532 -3.988658 24.139882 1.39 0.95 -2.51 -0.83
O -4.120549 -3.965691 22.861258 0.01 1.56 0.89 -0.54
C -4.139535 -2.569580 22.395538 -0.59 -0.44 1.11 0.26
C -5.204271 -2.388795 21.345403 -1.61 0.52 -0.18 1.03
C -4.910680 -3.239601 20.125831 -0.33 0.71 -0.27 -1.32
N -5.202997 -0.999237 20.819779 0.04 -0.25 -0.28 -0.40
H -3.525299 -3.045225 24.630090 -0.14 0.92 0.35 0.43
H -2.363391 -4.125426 23.904601 -0.32 -0.25 0.53 0.00
H -3.813173 -4.682073 24.816175 -0.71 -1.80 0.70 0.38
H -4.378193 -1.906259 23.253180 -0.07 -0.41 -0.34 0.30
H -3.166904 -2.206778 22.047733 0.22 -0.48 -0.32 0.41
H -6.255431 -2.586025 21.812199 1.88 0.13 -0.85 -0.52
H -3.887693 -3.029021 19.822822 0.26 -0.04 -0.06 -0.23
H -5.566830 -3.020155 19.274891 0.02 0.09 0.28 0.43
H -4.973057 -4.266319 20.331520 -0.07 -1.51 0.33 0.56
H -4.431472 -0.950638 20.154896 -0.17 0.15 -0.14 0.30
H -4.952128 -0.306003 21.504367 0.06 0.07 0.63 -0.12
C 3.092991 -4.658414 27.516930 -0.50 0.37 0.28 -0.71
O 2.481544 -4.216241 26.262374 1.10 -0.29 2.01 -0.34
C 2.515581 -5.301578 25.374102 0.23 -0.02 0.02 -0.90
C 2.126247 -4.851571 23.995945 0.34 -0.08 0.35 1.23
C 2.432557 -5.981604 23.060308 -2.55 -1.32 -1.74 -1.62
N 2.908769 -3.687195 23.598107 -1.54 0.44 -0.25 -0.48
H 2.535230 -5.544014 27.916228 0.44 0.62 -0.32 0.28
H 3.061322 -3.854213 28.289895 -0.32 -0.39 -0.86 0.26
H 4.171107 -4.923854 27.426717 -0.66 0.05 -0.42 0.30
H 3.531931 -5.755884 25.397431 -0.48 0.09 -0.21 0.34
H 1.761285 -6.021048 25.648495 -0.13 -0.78 0.55 0.37
H 1.006467 -4.743036 24.012178 0.97 0.67 -0.24 -0.38
H 1.770296 -6.863138 23.249129 0.38 0.55 0.33 0.42
H 3.416083 -6.387794 23.068398 1.09 0.15 0.13 0.49
H 2.117966 -5.742497 22.014259 0.66 0.22 0.68 0.28
H 3.679445 -4.002843 23.080495 1.18 -0.34 -0.90 0.24
H 3.252190 -3.118425 24.346608 -0.19 0.09 0.61 0.24
C -2.330955 0.112923 23.541776 -1.40 1.25 -0.68 -0.51
O -3.640242 0.566060 23.024259 2.04 -1.96 -0.24 -0.15
C -4.120213 1.759578 23.500124 -1.43 1.12 0.05 -0.96
C -5.713321 1.697270 23.562137 1.13 -0.28 -0.18 0.67
C -6.334935 2.811311 24.399484 0.65 -0.73 -1.44 -1.57
N -6.227021 0.423810 24.050395 -0.69 0.59 0.05 -0.21
H -2.215439 0.504582 24.516502 0.17 0.79 1.20 0.54
H -1.442970 0.407271 22.962802 -0.69 -0.18 -0.21 -0.06
H -2.410971 -0.928623 23.706887 0.13 -1.16 -0.45 0.08
H -3.674844 1.976596 24.473265 -0.22 0.18 0.28 0.43
H -3.856668 2.562357 22.799446 0.07 0.26 0.20 0.28
H -6.078418 1.773310 22.511601 0.31 -0.06 0.56 0.26
H -5.880511 3.758891 24.256265 0.85 0.92 0.01 0.45
H -6.207605 2.450783 25.386394 -0.47 0.21 1.30 0.41
H -7.337146 2.948453 24.046435 -0.84 -0.23 0.49 0.31
H -6.213512 -0.208872 23.302867 -0.22 -1.29 -1.05 -0.27
H -5.820384 -0.080647 24.823199 0.54 0.62 0.29 0.29
O -4.254340 -3.332580 16.530385 -2.46 -2.95 -2.14 -0.58
C -4.655711 -2.105663 15.889830 0.92 0.11 1.94 -0.36
C -4.421720 -1.030696 17.028531 -1.68 -0.51 -1.38 -0.34
O -3.290615 -1.305663 17.811559 -0.03 0.57 -0.35 -0.44
H -4.761722 -4.106021 16.015001 1.89 2.48 1.91 0.31
H -3.971397 -1.973184 15.048859 -0.34 0.38 -0.16 0.29
H -5.720675 -2.111714 15.624221 0.33 0.06 -0.20 0.37
H -5.339287 -0.995074 17.658753 0.47 -0.12 -0.23 0.15
H -4.411495 -0.088883 16.467090 0.72 0.20 0.65 0.39
H -3.431884 -2.212076 18.107142 0.19 -0.15 -0.05 0.16
O -10.988971 -0.337435 20.579379 -0.47 0.81 1.49 -0.55
C -10.604784 -0.003457 21.950170 0.56 -0.25 -0.52 -0.44
C -9.128952 0.405875 21.989299 -0.53 0.38 -1.79 -0.33
O -8.346584 -0.694327 21.490438 -0.97 0.04 0.72 -0.43
H -10.322286 -0.882980 20.182206 0.72 -0.52 0.05 0.32
H -11.164259 0.887522 22.192157 -0.40 0.16 0.16 0.35
H -10.839724 -0.791178 22.672245 0.00 -0.13 -0.33 0.20
H -8.699688 0.808685 22.893695 -0.27 -0.35 0.80 0.26
H -9.161214 1.275190 21.292415 0.66 -0.55 -0.05 0.40
H -7.647224 -0.385874 20.931473 0.91 0.24 -0.45 0.19
O -9.437682 -2.624931 23.665944 -0.09 -0.11 -0.05 -0.55
C -8.805267 -3.442531 24.622109 -0.44 1.21 0.95 -0.33
C -7.618894 -2.719820 25.227854 0.41 -1.81 0.77 -0.71
O -6.599119 -2.714619 24.255835 1.60 -0.44 -0.50 -0.07
H -8.730715 -2.368310 23.071890 0.12 0.45 -0.65 0.22
H -9.551704 -3.628924 25.391853 -0.04 -0.43 0.00 0.43
H -8.407145 -4.315779 24.160623 0.02 -1.22 -0.21 0.21
H -7.258219 -3.268749 26.168500 -0.58 0.93 -0.95 0.33
H -7.895061 -1.689869 25.404241 0.11 0.29 0.34 0.29
H -6.095087 -3.574103 24.181380 -1.07 1.14 0.18 0.09
O -5.715898 -8.548337 22.559535 -1.46 -1.43 -0.95 -0.54
C -7.002173 -7.954827 22.461671 0.05 0.44 -0.53 -0.33
C -7.543448 -7.617632 23.795604 0.82 1.16 2.36 -0.30
O -6.595458 -6.624880 24.356665 -0.12 -0.09 1.10 -0.44
H -5.183196 -7.938802 23.022578 1.01 1.18 0.90 0.32
H -6.898850 -6.992534 21.945576 -0.27 -0.21 -0.47 0.14
H -7.721035 -8.626556 21.964208 0.62 0.18 -0.12 0.34
H -7.419998 -8.490182 24.458202 -0.84 0.10 -0.28 0.32
H -8.526739 -7.092357 23.818292 0.39 -1.00 -0.27 0.28
H -6.614997 -6.632636 25.353123 -0.18 -0.21 -1.70 0.24
```
Positions in Å, forces in eV/Å.

SMILES: COC[C@H](C)N.COC[C@H](C)N.COC[C@H](C)N.COC[C@H](C)N.OCCO.OCCO.OCCO.OCCO



Respective largest force on an atom values: 3.21, 4.39 eV/A.
Respective energy relative to the best compared isomer or geometry (same formula, charge and spin) values: 1.531, 2.035 eV.
Respective E_tot values: -2076.9055, -2076.8869 Ha.